{
  "formula": "C15H27FNO7",
  "method": "ωB97M-V/def2-TZVPD",
  "symbols": ["C", "C", "O", "C", "C", "O", "C", "N", "C", "C", "F", "C", "C", "C", "C", "O", "O", "H", "H", "H", "H", "H", "H", "H", "H", "H", "H", "H", "H", "H", "H", "H", "H", "H", "H", "H", "H", "H", "C", "C", "C", "O", "C", "O", "O", "H", "H", "H", "H", "H", "H"],
  "xyz": [[3.3475, 3.5180, -0.7529], [3.7602, 2.4192, -1.8602], [3.7950, 1.0671, -1.3600], [2.7172, 0.2519, -1.8815], [1.5956, 0.1018, -0.7310], [0.6375, 1.1781, -0.7148], [-0.6401, 0.7934, -1.2927], [-1.6954, 1.4322, -0.4837], [-1.7074, 0.9816, 0.9286], [-2.0716, -0.5700, 1.1328], [-1.2364, -1.0729, 2.2115], [-3.0475, 1.4343, -1.1185], [-3.4363, 2.9649, -1.4175], [-3.9064, 3.3064, -2.9018], [-3.2635, 0.4040, -2.3107], [-2.7982, 0.4796, -3.4948], [-4.0074, -0.7488, -2.0205], [2.2188, 3.4611, -0.5840], [3.5961, 4.5723, -1.1513], [3.9240, 3.3403, 0.2147], [3.0805, 2.5862, -2.7595], [4.8391, 2.6708, -2.1944], [3.1529, -0.8080, -2.0365], [2.2980, 0.5939, -2.8845], [2.1738, 0.1715, 0.2677], [1.1520, -0.9474, -0.7596], [-0.6430, 1.2204, -2.3666], [-0.7942, -0.3355, -1.3907], [-2.4771, 1.6148, 1.5075], [-0.7030, 1.1828, 1.4606], [-3.1944, -0.6596, 1.3590], [-1.8760, -1.2280, 0.2253], [-3.7697, 1.0993, -0.2792], [-2.5559, 3.6390, -1.1367], [-4.3078, 3.2727, -0.7196], [-4.0110, 4.4588, -2.9624], [-4.9177, 2.8800, -3.2018], [-3.0928, 3.0507, -3.6788], [1.0778, -3.8454, 4.7963], [0.9635, -3.8643, 3.2872], [1.3026, -5.1864, 2.6617], [1.7056, -4.8008, 1.3520], [2.1962, -3.5322, 1.4570], [2.7853, -2.9588, 0.5898], [1.9270, -3.0049, 2.6853], [2.0036, -4.3223, 5.1317], [1.1015, -2.8178, 5.1670], [0.2363, -4.3675, 5.2576], [-0.0303, -3.5158, 2.9841], [0.4504, -5.8673, 2.6245], [2.1451, -5.6934, 3.1447]],
  "forces_ev_per_a": [[-0.1463, -0.3138, -0.5460], [1.0297, 1.6656, 0.3268], [-1.1892, 0.9478, -1.6586], [-0.5069, -1.6584, 1.0887], [1.3927, 0.0433, 0.3764], [-0.2992, -2.0032, -0.2701], [-0.1324, 0.8956, -1.1804], [0.6241, -0.9155, 0.0878], [-0.0141, -0.2874, 0.7556], [-0.2618, 0.5054, -0.4684], [-1.1753, 0.2760, -0.8291], [-1.1991, 0.5892, 0.9448], [-0.7719, 0.3612, -0.3748], [0.6645, 1.2509, -0.2886], [-2.2468, -5.6408, -1.7815], [-0.1025, 1.5850, 2.8168], [2.6809, 4.9478, 0.4244], [1.5848, 0.0255, 0.0110], [-0.3187, -1.6371, 0.5653], [-0.8447, 0.2196, -1.2699], [0.7743, -0.6240, 1.0978], [-1.5913, -0.4136, 0.4265], [-0.5700, 1.6380, 0.2307], [0.5232, -0.1214, 1.3775], [-0.7821, -0.1467, -1.5862], [0.1741, 1.4355, -0.1445], [-0.5260, -0.7039, 1.6920], [0.5916, 1.2139, 0.3019], [1.0676, -0.9274, -0.9937], [-1.4007, -0.4171, -1.1645], [1.8126, -0.2023, 0.1442], [-0.1164, 1.0281, 1.1451], [1.0447, 0.3021, -1.6346], [-1.0926, -1.0811, -0.4528], [1.3489, -0.5268, -0.9802], [0.0063, -1.6489, 0.1463], [1.4740, 0.2238, 0.4473], [-1.4765, 0.0177, 1.2844], [0.2786, 0.1953, 0.1481], [-0.3841, 0.0125, 1.0782], [-0.3464, -0.5213, -0.0577], [0.2131, 0.4161, -0.0114], [0.4456, 0.6515, -0.6048], [-0.3504, -0.4693, 0.5404], [0.2046, -0.2986, -0.7024], [-0.0477, -0.0125, -0.1079], [-0.1760, -0.0858, -0.0896], [0.0245, 0.0624, -0.0988], [0.0733, -0.0583, -0.0761], [0.0999, 0.0731, -0.2140], [-0.0646, 0.1326, 0.1287]],
  "nbo_charge": [-0.650, -0.062, -0.552, -0.100, -0.099, -0.566, 0.085, -0.480, -0.252, 0.007, -0.415, -0.152, -0.399, -0.623, 0.712, -0.735, -0.836, 0.233, 0.197, 0.209, 0.175, 0.160, 0.187, 0.184, 0.198, 0.186, 0.209, 0.160, 0.194, 0.226, 0.178, 0.195, 0.208, 0.210, 0.183, 0.178, 0.211, 0.236, -0.624, 0.051, -0.092, -0.490, 0.968, -0.570, -0.485, 0.205, 0.236, 0.218, 0.205, 0.202, 0.175],
  "orbital_gap_ev": 6.39,
  "charge": -1,
  "spin_multiplicity": 1,
  "molar_mass_g_mol": 352.4,
  "e_homo_ev": -4.0404,
  "relative_energy_kj_mol": 287.2
}



{
  "formula": "C15H27GeN5O2SSeV",
  "method": "ωB97M-V/def2-TZVPD",
  "symbols": ["V", "N", "C", "S", "N", "N", "C", "C", "C", "C", "C", "C", "C", "O", "H", "H", "H", "H", "H", "H", "H", "C", "Ge", "C", "C", "C", "Se", "C", "H", "H", "H", "H", "H", "H", "H", "H", "H", "H", "H", "H", "H", "H", "C", "N", "C", "N", "O", "H", "H", "H", "H", "H", "H"],
  "xyz": [[-0.4048, 1.1468, 1.5108], [0.4322, 2.9647, 5.2992], [0.0429, 2.1069, 4.3302], [-1.0975, 2.7309, 3.1422], [0.5455, 0.9113, 4.3283], [0.0563, 0.1460, 3.2833], [-0.0291, -1.1128, 3.5229], [-0.6181, -2.0679, 2.6187], [-0.6689, -3.4181, 2.9922], [-1.2647, -4.3563, 2.1784], [-1.8320, -3.9591, 0.9696], [-1.7997, -2.6355, 0.5757], [-1.1950, -1.6854, 1.3973], [-1.1638, -0.4140, 0.9673], [-0.0776, 3.8169, 5.4416], [0.9737, 2.5927, 6.0620], [0.3173, -1.4617, 4.4926], [-0.2331, -3.7169, 3.9376], [-1.2967, -5.3947, 2.4768], [-2.3024, -4.6947, 0.3303], [-2.2357, -2.3148, -0.3607], [3.0110, -1.3045, -3.2312], [1.0815, -1.4867, -2.9864], [0.6420, -3.1257, -2.0203], [0.1313, -1.3762, -4.6893], [0.4432, 0.0250, -1.8563], [1.4976, 0.2047, -0.2326], [2.6920, 1.6256, -0.7719], [3.4190, -2.2202, -3.6585], [3.5109, -1.1334, -2.2771], [3.2456, -0.4825, -3.9078], [1.1581, -3.9789, -2.4602], [-0.4298, -3.3190, -2.0575], [0.9428, -3.0537, -0.9742], [0.4367, -2.1864, -5.3510], [0.3457, -0.4325, -5.1912], [-0.9462, -1.4509, -4.5406], [-0.5856, -0.1476, -1.5367], [0.4721, 0.9820, -2.3802], [3.3637, 1.2597, -1.5440], [3.2677, 1.9133, 0.1047], [2.1170, 2.4733, -1.1360], [-2.7542, 2.4057, -0.5506], [-1.8989, 3.5277, -0.9065], [-0.6473, 3.6365, -0.4440], [0.0896, 4.7124, -0.7873], [-0.1366, 2.7427, 0.2678], [-3.7215, 2.5510, -1.0229], [-2.9131, 2.3570, 0.5287], [-2.3336, 1.4646, -0.9061], [-2.2839, 4.2771, -1.4546], [-0.3219, 5.5155, -1.2291], [0.9564, 4.8400, -0.2934]],
  "forces_ev_per_a": [[0.5122, -0.0006, -0.0107], [0.0194, -0.0447, 0.0077], [0.0509, 0.0615, 0.0954], [0.1126, -0.2756, -0.1920], [-0.0807, 0.0552, 0.0580], [0.0748, 0.0805, -0.3478], [-0.0258, 0.0580, -0.0281], [0.0099, -0.1001, -0.1573], [-0.0022, 0.0347, -0.0223], [0.0039, -0.0502, 0.0302], [-0.0232, 0.0194, -0.0606], [0.0391, -0.0937, 0.1856], [0.1588, -0.0312, -0.2285], [-0.6587, 0.2830, 0.2398], [0.0043, 0.0047, -0.0199], [-0.0174, 0.0135, 0.0147], [-0.0166, 0.0214, 0.0152], [0.0074, 0.0149, 0.0056], [0.0043, 0.0031, 0.0089], [-0.0027, 0.0012, -0.0014], [-0.0141, 0.0246, 0.0038], [-0.0513, 0.0293, 0.0201], [-0.0081, -0.0500, -0.0112], [0.0492, 0.0460, -0.0053], [0.0058, 0.0334, 0.0394], [-0.0883, 0.1263, -0.1023], [0.1520, -0.2074, 0.5806], [0.0112, 0.0760, -0.0539], [-0.0134, -0.0042, -0.0156], [0.0062, -0.0187, 0.0033], [0.0030, 0.0154, 0.0104], [0.0006, 0.0094, -0.0278], [-0.0049, 0.0020, 0.0003], [-0.0019, 0.0000, 0.0047], [0.0168, -0.0151, 0.0169], [0.0035, 0.0016, 0.0004], [0.0002, -0.0019, 0.0105], [0.0358, -0.0683, 0.0199], [0.0390, 0.0074, 0.0153], [-0.0235, -0.0222, -0.0072], [0.0030, -0.0061, 0.0002], [-0.0168, -0.0179, 0.0116], [-0.0400, 0.0131, -0.0134], [0.0520, 0.0478, 0.0389], [-0.1409, 0.0773, 0.0187], [-0.0066, -0.0567, 0.0399], [-0.1461, -0.1042, -0.1787], [0.0082, -0.0077, -0.0159], [0.0095, -0.0120, -0.0105], [-0.0012, 0.0042, 0.0295], [-0.0071, -0.0120, -0.0090], [0.0006, 0.0016, -0.0019], [-0.0025, 0.0341, -0.0041]],
  "nbo_charge": [1.275, -0.784, 0.302, -0.238, -0.407, -0.358, 0.168, -0.222, -0.131, -0.233, -0.156, -0.276, 0.398, -0.768, 0.409, 0.411, 0.217, 0.223, 0.230, 0.226, 0.224, -1.093, 1.618, -1.090, -1.084, -1.026, 0.429, -0.777, 0.248, 0.232, 0.235, 0.245, 0.232, 0.238, 0.246, 0.234, 0.234, 0.240, 0.237, 0.241, 0.244, 0.220, -0.411, -0.589, 0.816, -0.797, -0.738, 0.237, 0.213, 0.212, 0.412, 0.410, 0.423],
  "orbital_gap_ev": [7.46, 7.96],
  "charge": 1,
  "spin_multiplicity": 3,
  "molar_mass_g_mol": 544.0,
  "s2": 2.028,
  "e_homo_ev": [-10.7956, -10.8546],
  "relative_energy_kj_mol": 55.5
}



{
  "formula": "C15H27N2O4P2Sn",
  "method": "ωB97M-V/def2-TZVPD",
  "symbols": ["Sn", "P", "C", "C", "N", "C", "C", "C", "C", "C", "P", "H", "H", "H", "H", "H", "H", "H", "H", "O", "H", "H", "O", "H", "C", "H", "H", "H", "C", "H", "H", "H", "C", "H", "H", "H", "C", "H", "H", "H", "O", "C", "C", "C", "C", "O", "N", "H", "H", "H", "H"],
  "xyz": [[-0.0864, 0.6648, 0.3543], [2.2223, -0.5143, 0.1371], [2.2424, -0.7338, -1.6037], [1.0374, -1.1714, -2.1937], [-0.1696, -0.6877, -1.6956], [-1.3178, -1.2581, -2.0928], [-1.3449, -2.3132, -3.0231], [-0.1533, -2.6901, -3.6485], [1.0222, -2.0917, -3.2789], [-2.6199, -0.7816, -1.4504], [-2.4211, 0.8948, -0.7038], [1.9808, -2.3226, -3.7559], [-2.3089, -2.7540, -3.2401], [-0.1706, -3.4934, -4.3879], [-3.4479, -0.7411, -2.1848], [-2.9245, -1.4780, -0.6458], [2.2340, 1.2285, -2.5476], [3.1437, -0.8147, -2.2418], [1.0538, 3.0249, -2.0868], [2.2975, 2.1393, -2.9106], [3.2534, 2.3614, -2.9051], [0.2026, 2.5927, -0.6319], [0.4004, 3.4106, -1.4075], [0.8749, 4.1253, -0.9107], [-2.5578, 1.9717, -2.1616], [-3.5528, 1.8368, -2.6171], [-2.4543, 3.0202, -1.8434], [-1.7932, 1.7350, -2.9178], [-3.8545, 1.1878, 0.3235], [-3.5988, 1.9439, 1.0722], [-4.6796, 1.5518, -0.2990], [-4.1560, 0.2667, 0.8329], [2.1340, -2.2449, 0.6725], [2.7795, -2.7593, -0.0534], [2.5032, -2.3520, 1.6968], [1.1024, -2.6093, 0.5823], [3.8147, 0.1864, 0.6555], [3.7934, 0.3803, 1.7424], [4.5898, -0.5597, 0.4147], [4.0253, 1.1283, 0.1209], [-0.9259, 1.5151, 3.1924], [-1.1036, 0.2907, 3.1510], [-1.6231, -0.6427, 4.2172], [-1.8017, -1.9756, 3.5026], [-1.2890, -1.7497, 2.0872], [-1.2436, -2.5186, 1.1333], [-0.8783, -0.4415, 2.0128], [-0.8842, -0.7003, 5.0269], [-2.5489, -0.2453, 4.6492], [-1.2186, -2.7708, 3.9807], [-2.8543, -2.2848, 3.4699]],
  "forces_ev_per_a": [[0.9785, 1.1004, -0.4985], [-0.3108, -0.8953, -0.8641], [0.3471, 1.2903, -0.9849], [-0.4545, 0.5410, -0.0282], [0.5966, -0.5105, 0.6371], [-0.5178, -1.2179, -0.5896], [-0.4662, 1.3868, 0.9267], [0.0476, -0.1759, -0.0410], [0.1882, 0.2255, -0.1054], [-0.3668, 0.1253, -0.0183], [-0.4235, -1.5898, -0.9389], [-0.4473, -0.1154, 0.2856], [0.1494, -0.0926, -0.1691], [0.0844, 0.3343, 0.1206], [0.4453, -0.2011, 0.2292], [0.2437, 0.2259, -0.2970], [0.0973, -0.2636, 0.1047], [-0.3261, -0.3686, 0.8995], [0.2268, -0.0602, 0.2117], [0.3379, 0.4855, 0.2418], [-0.8881, -0.1618, -0.0409], [0.3402, -0.1243, -0.0548], [0.5147, 0.3453, 0.5044], [-0.4116, -0.5510, -0.5337], [-0.1058, 0.4531, 0.0093], [0.3415, 0.0419, 0.1713], [-0.0086, -0.2668, -0.2531], [-0.1776, 0.0387, 0.3715], [-0.5694, 0.2861, 0.1217], [-0.1612, -0.0806, -0.0578], [-0.0074, -0.0915, 0.2590], [0.0858, 0.1661, -0.0795], [0.6262, -0.0594, 0.3717], [-0.1505, -0.2043, 0.4809], [-0.1325, -0.2823, -0.0527], [0.2768, 0.1108, 0.0299], [0.0438, 0.0777, 0.2730], [0.1526, -0.1162, -0.4914], [-0.1736, 0.3513, 0.1398], [-0.1443, -0.4326, 0.2256], [-0.1870, -1.8865, 0.0268], [-0.0076, 1.6570, -0.0046], [-0.0019, 0.3062, 0.4865], [-0.1472, -0.5729, 0.0910], [0.0018, -0.4685, -0.7217], [-0.1507, 0.6220, 1.1131], [0.4748, 0.6448, -0.9749], [-0.1817, 0.0934, -0.1572], [0.2436, -0.0308, -0.0945], [-0.2383, 0.0056, -0.2180], [0.3132, -0.0947, -0.0627]],
  "nbo_charge": [0.897, 0.995, -0.958, 0.231, -0.616, 0.255, -0.311, -0.138, -0.233, -0.749, 0.941, 0.221, 0.228, 0.232, 0.251, 0.277, 0.512, 0.252, 0.562, -0.991, 0.498, 0.347, -0.891, 0.535, -0.948, 0.254, 0.252, 0.263, -0.959, 0.264, 0.253, 0.262, -0.969, 0.249, 0.237, 0.272, -0.935, 0.256, 0.257, 0.250, -0.594, 0.688, -0.512, -0.515, 0.703, -0.603, -0.789, 0.255, 0.254, 0.255, 0.251],
  "orbital_gap_ev": 6.70,
  "charge": 1,
  "spin_multiplicity": 1,
  "molar_mass_g_mol": 480.0,
  "e_homo_ev": -9.4806
}



{
  "formula": "C15H28AlO8",
  "method": "ωB97M-V/def2-TZVPD",
  "symbols": ["C", "C", "O", "C", "O", "O", "Al", "C", "O", "C", "C", "O", "O", "C", "C", "C", "C", "C", "C", "C", "O", "C", "C", "O", "H", "H", "H", "H", "H", "H", "H", "H", "H", "H", "H", "H", "H", "H", "H", "H", "H", "H", "H", "H", "H", "H", "H", "H", "H", "H", "H", "H"],
  "xyz": [[6.0399, -0.0165, 1.5298], [4.6151, 0.1314, 2.3892], [3.7267, 1.1135, 1.7495], [2.8082, 0.4658, 0.7753], [1.8428, -0.4920, 1.4102], [3.4342, -0.3251, -0.3360], [3.0681, 0.5104, -2.0265], [1.8831, -0.8959, -2.9354], [1.2358, -0.4562, -4.1851], [-0.1603, -1.0004, -4.2034], [-1.3139, 0.0367, -3.5831], [-0.4899, -2.2232, -4.6278], [2.2342, 2.0731, -1.2828], [1.7281, 1.4643, -0.0214], [0.7115, 2.3847, 0.9267], [-0.7690, 1.6927, 0.8041], [-1.9512, 2.4093, 1.6839], [-3.3652, 1.5186, 1.6127], [-3.3318, 0.3342, 0.4798], [-4.7428, -0.4916, 0.3001], [-4.7860, -1.7331, 1.0913], [-4.0154, -2.8211, 0.4694], [-2.8260, -3.6647, 1.2891], [-4.2014, -3.2111, -0.8088], [6.2414, -1.1337, 1.2266], [6.8857, 0.4781, 2.1700], [5.8612, 0.5647, 0.5033], [4.1790, -0.9504, 2.4817], [4.8505, 0.5267, 3.4757], [1.6852, -1.2236, 0.7391], [4.3669, 0.9910, -2.8112], [2.5976, -1.8019, -3.2406], [1.0486, -1.3643, -2.2603], [-2.0176, -0.5954, -2.8653], [-0.7682, 0.9049, -2.9934], [-1.9367, 0.5045, -4.4852], [0.9907, 0.6383, -0.4679], [0.7200, 3.5219, 0.6420], [1.0873, 2.2986, 2.0504], [-0.6418, 0.5674, 1.1803], [-1.0652, 1.7359, -0.3496], [-1.6456, 2.5783, 2.8244], [-2.1420, 3.5064, 1.2538], [-3.5252, 0.9958, 2.6540], [-4.2232, 2.3120, 1.4696], [-2.4974, -0.4918, 0.6902], [-3.1339, 0.8785, -0.5639], [-4.8616, -0.6780, -0.8728], [-5.6927, 0.1460, 0.6406], [-2.4792, -3.0848, 2.2626], [-1.9328, -3.9290, 0.5634], [-3.3263, -4.7002, 1.5817]],
  "forces_ev_per_a": [[-1.0877, 0.6279, -0.3966], [1.4675, -0.7729, 0.0289], [-1.4216, -3.0327, -1.1243], [-1.1465, -1.0396, -2.9544], [1.4070, -0.0066, -0.3936], [-1.0037, 2.5917, 1.8697], [-0.4292, 0.8227, 1.8754], [0.2741, -2.0142, 0.4360], [-4.1207, -1.4620, -0.1193], [-0.6394, -4.0947, -1.2063], [0.7177, -0.2908, -0.2570], [2.3166, 7.6762, 2.5071], [0.1767, -2.1024, 2.1320], [-1.2197, -0.3710, -1.3630], [0.5641, -0.6405, 0.5109], [0.3847, 0.3424, 0.3282], [0.0140, 0.2565, -0.2325], [0.5819, -0.0369, 0.7563], [-0.6034, 0.3323, -0.5147], [-0.4145, 1.6504, -1.3479], [2.5213, -1.8372, -1.9714], [-0.1468, -1.7915, -5.7676], [-1.1693, 0.1469, 0.3847], [0.7595, 2.9226, 7.9809], [-0.2290, 2.2144, 0.8742], [-1.3358, -1.1256, -1.4681], [0.5452, -1.1879, 2.3821], [0.2948, 2.2866, -0.2456], [-0.5911, -0.6591, -2.2459], [0.8124, 1.5998, 0.9940], [-0.0030, -0.1790, -0.1796], [-1.5249, 1.5480, 0.7075], [1.5779, 0.7559, -0.8788], [1.5085, 1.3714, -1.6931], [-1.1230, -1.8937, -1.2558], [1.3856, -1.1665, 2.0000], [1.3583, 1.3020, 1.3671], [-0.0299, -2.2554, 0.2870], [-0.8198, 0.1922, -2.2941], [-0.2484, 2.4882, -1.0271], [0.5849, -0.3102, 2.5249], [-0.5107, -0.5706, -2.5060], [0.3484, -2.4058, 0.8170], [0.2218, 1.0654, -1.9496], [1.4057, -1.9391, 0.0226], [-1.7054, 2.0834, -0.4924], [-0.2646, -1.4541, 2.2126], [0.1277, -0.0865, 2.7108], [2.1968, -1.4612, -0.5655], [-0.7339, -1.2875, -2.1786], [-2.0619, 0.9377, 1.3919], [1.0311, 2.2607, -0.4728]],
  "nbo_charge": [-0.667, -0.078, -0.549, 0.749, -0.793, -0.985, 1.687, -0.638, -0.593, 0.817, -0.750, -0.593, -0.949, 0.068, -0.430, -0.422, -0.409, -0.416, -0.443, -0.088, -0.558, 0.788, -0.727, -0.591, 0.211, 0.193, 0.254, 0.196, 0.173, 0.489, -0.445, 0.184, 0.172, 0.245, 0.251, 0.240, 0.141, 0.216, 0.211, 0.222, 0.205, 0.207, 0.196, 0.202, 0.205, 0.227, 0.218, 0.210, 0.198, 0.239, 0.267, 0.244],
  "orbital_gap_ev": 8.07,
  "charge": -1,
  "spin_multiplicity": 1,
  "molar_mass_g_mol": 363.4,
  "e_homo_ev": -5.6014
}